(1)
A gas-phase ion, C4H8IN2 (charge +1) at a distorted geometry. Source: OMol25; level of theory: ωB97M-V/def2-TZVPD.

Each atom is followed by the atoms it is bonded to, with distances in Å.
Atoms and positions in Å:
1 I 3.111 0.439 0.021  C6 2.193
2 N -0.035 0.333 -0.434  C5 1.582, C6 1.485, C7 1.459, H14 1.031
3 N -0.210 -2.041 0.001  C4 1.252, C5 1.397
4 C 0.876 -1.658 0.493  N3 1.252, C6 1.479, H11 1.090
5 C -0.944 -0.959 -0.491  N2 1.582, N3 1.397, H12 1.034, H15 1.194
6 C 1.051 -0.190 0.433  I1 2.193, N2 1.485, C4 1.479, H9 1.183
7 C -0.674 1.584 -0.039  N2 1.459, H8 1.076, H10 1.024, H13 1.105
8 H -0.016 2.411 -0.245  C7 1.076
9 H 0.814 0.413 1.423  C6 1.183
10 H -0.823 1.739 0.962  C7 1.024
11 H 1.532 -2.304 1.076  C4 1.090
12 H -1.339 -1.147 -1.428  C5 1.034
13 H -1.650 1.855 -0.480  C7 1.105
14 H 0.284 0.498 -1.401  N2 1.031
15 H -1.976 -0.973 0.110  C5 1.194

Calculated values
energy relative to the best compared isomer or geometry (same formula, charge and spin)	2.256	eV
charge	+1
HOMO energy	-14.020	eV
LUMO level	-0.1574	Ha
Kohn-Sham gap	9.74	eV
E_tot	-564.0966	hartree

(2)
A single C5H13NS molecule at a distorted geometry. Source: OMol25; level of theory: ωB97M-V/def2-TZVPD.

Each atom is followed by the atoms it is bonded to, with distances in Å.
Atoms and positions in Å:
1 S 1.050 -2.231 -1.363  C7 1.846, H17 1.348
2 N 0.606 1.842 0.362  C4 1.445, C6 1.467, H15 1.010
3 C -1.065 -0.372 -0.852  C5 1.502, C7 1.551, H10 1.088, H20 1.102
4 C -0.547 1.298 1.040  N2 1.445, C5 1.543, H18 1.100, H19 1.096
5 C -0.829 -0.159 0.616  C3 1.502, C4 1.543, H14 1.093, H16 1.107
6 C 1.871 1.193 0.726  N2 1.467, H8 1.083, H12 1.099, H13 1.094
7 C -0.750 -1.834 -1.263  S1 1.846, C3 1.551, H9 1.094, H11 1.088
8 H 1.888 0.226 0.239  C6 1.083
9 H -1.063 -1.873 -2.310  C7 1.094
10 H -2.022 -0.062 -1.267  C3 1.088
11 H -1.404 -2.544 -0.761  C7 1.088
12 H 2.711 1.705 0.237  C6 1.099
13 H 2.083 1.353 1.787  C6 1.094
14 H -0.080 -0.779 1.114  C5 1.093
15 H 0.662 2.841 0.504  N2 1.010
16 H -1.729 -0.520 1.149  C5 1.107
17 H 0.823 -3.558 -1.432  S1 1.348
18 H -0.396 1.364 2.127  C4 1.100
19 H -1.451 1.850 0.757  C4 1.096
20 H -0.357 0.260 -1.411  C3 1.102

Calculated values
energy relative to the best compared isomer or geometry (same formula, charge and spin)	0.898	eV
charge	0
HOMO energy	-8.639	eV
LUMO level	0.0342	Ha
Kohn-Sham gap	9.57	eV
E_tot	-651.2110	hartree

Question: Look up the LUMO level of the first one.
Answer: -0.1574 Ha